Entry 1:
96
Properties=species:S:1:pos:R:3:lowdin_charge:R:1 method="wB97M-V/def2-TZVPD" homo_ev=-9.47 charge=0
I 2.8705 0.0450 -0.4158 0.98
P -3.4062 0.2661 -1.3468 0.49
O -6.3804 1.6080 3.5743 0.06
O -2.9966 1.3534 -0.2305 -0.22
O -4.8531 3.1937 -7.1375 0.07
O -4.3635 2.5630 3.6575 0.06
O 2.3598 -1.7986 2.2732 0.25
O 6.6577 0.6033 6.2976 0.06
O -3.2587 4.1061 -8.4016 0.06
O -2.5322 0.4887 -2.6689 -0.19
O 6.6051 -5.2225 1.1826 0.17
O 6.0529 -6.6621 2.8261 0.07
O -4.8130 0.4674 -1.6595 -0.27
O 6.5067 2.8492 6.1730 0.17
O -5.2688 1.7008 5.5326 0.16
O 4.9559 -4.7256 2.6355 0.04
O 0.0001 -1.4629 2.6337 0.31
O 0.7956 -3.4264 1.5945 0.29
O 4.6736 1.5616 5.9201 0.06
O 0.1689 3.4733 -3.5714 0.06
O -1.4428 3.0615 -5.0573 0.07
O 0.0691 1.4645 -4.5839 0.15
O -3.9949 5.1950 -6.5729 0.15
C 5.2493 -6.5440 4.0031 -0.12
C -0.3601 2.5621 -4.4221 -0.56
C -1.7853 4.3080 -4.4361 -0.11
C -2.4189 -1.4019 0.7629 -0.20
C -4.7728 2.3859 -8.3148 -0.11
C -1.5492 -2.6745 0.9053 -0.04
C -0.5814 -1.0100 -2.4858 -0.08
C 5.6845 -0.4380 6.4131 -0.12
C 3.7179 -1.9364 -0.4590 -0.73
C -4.6976 2.4523 2.2679 -0.13
C -1.6892 1.9620 -0.3651 -0.24
C -1.8502 -0.6437 -3.2293 -0.26
C -1.0662 2.1183 1.0221 -0.05
C -4.0342 4.2568 -7.3016 -0.57
C 4.4869 0.1604 5.7127 -0.13
C -5.3314 1.9348 4.3713 -0.57
C 2.7698 -3.0387 0.0091 -0.10
C 5.9411 -5.5102 2.1208 -0.56
C -0.4731 4.7313 -3.8191 -0.11
C -3.4192 2.7645 -8.8735 -0.11
C -3.2022 -1.3750 -0.5842 -0.18
C 1.5942 0.3367 3.3310 0.06
C 4.2331 -5.4988 3.5990 -0.12
C 5.0541 -2.0287 0.2702 -0.13
C 5.9969 1.7808 6.1333 -0.57
C -6.1935 2.2482 2.3069 -0.11
C 1.6553 1.5299 3.5038 0.15
B -0.2253 -2.4936 1.7285 -0.51
B 1.9725 -2.7268 1.3231 -0.62
B 1.3025 -1.0338 2.7167 -0.66
H -5.5927 2.6553 -8.9831 0.13
H -1.2706 -3.0320 -0.0839 0.10
H -1.8315 2.3341 1.7518 0.07
H -4.1720 1.5984 1.8441 0.11
H 3.3867 -3.9180 0.2091 0.12
H 5.4981 -0.6323 7.4715 0.13
H -3.1666 -1.4051 1.5419 0.11
H 1.7243 2.5752 3.5564 0.04
H 4.9342 -2.4195 1.2689 0.07
H -2.6125 2.1507 -8.4691 0.13
H -1.5580 -0.3464 -4.2243 0.10
H -0.2415 -2.0062 -2.7397 0.09
H -0.5487 1.2084 1.2992 0.05
H -0.3163 2.8990 1.0031 0.08
H 2.0472 -3.3157 -0.7519 0.12
H 0.1460 5.3119 -4.5054 0.13
H -1.8025 2.9578 -0.7737 0.11
H -1.0074 1.3636 -0.9531 0.10
H 5.5684 -1.0769 0.2558 0.06
H 4.4808 -0.0400 4.6396 0.13
H 3.3546 -5.9319 3.1168 0.14
H -2.4944 -1.5103 -3.3405 0.11
H 5.6684 -2.7097 -0.3073 0.08
H 6.0407 -1.3513 5.9427 0.13
H -6.5560 1.6198 1.4974 0.13
H -4.2085 -1.6806 -0.3411 0.09
H 3.9275 -2.1269 -1.4995 0.07
H -3.3815 2.7318 -9.9593 0.13
H -6.7465 3.1896 2.3025 0.13
H -2.8066 -2.1308 -1.2490 0.08
H -0.5970 5.2901 -2.8951 0.13
H -0.6884 -0.8762 -1.4126 0.05
H -2.1595 -3.4550 1.3509 0.12
H -2.5602 4.1274 -3.6891 0.14
H -4.4058 3.3505 1.7291 0.14
H 5.8819 -6.2158 4.8298 0.13
H -2.1602 5.0139 -5.1700 0.11
H 4.7991 -7.4998 4.2580 0.13
H 3.9107 -4.8746 4.4287 0.13
H 3.5425 -0.1698 6.1385 0.13
H -1.7972 -0.5281 0.9018 0.07
H -4.8511 1.3317 -8.0628 0.13
H 0.2080 -0.3367 -2.7919 0.05

---

Entry 2:
106
Properties=species:S:1:pos:R:3:lowdin_charge:R:1 method="wB97M-V/def2-TZVPD" relative_energy_kcal_mol=7.6 homo_ev="-9.69 / -10.21" s_squared=0.818 charge=+1 multiplicity=2
Sc -0.3036 -0.2552 0.1773 1.03
S 0.8788 2.3337 0.8120 0.77
P 3.2032 -1.4460 0.7660 0.24
F 3.6208 -1.5515 -0.7605 -0.11
F 3.7903 0.0333 0.8274 -0.10
F 1.6511 -0.6623 0.1349 -0.32
F 4.5079 -2.1099 1.3277 -0.08
F 2.4172 -2.8326 0.6444 -0.11
F 2.5467 -1.2224 2.2124 -0.12
N 3.4285 2.8165 1.5434 -0.12
N 3.2655 2.5148 -0.5893 0.01
N -1.0933 -0.1615 2.1978 0.05
N 2.0917 1.0645 -2.0233 0.15
N -0.9254 -0.7944 -1.8336 0.05
N -0.5175 -2.3851 0.5393 0.05
N -1.7845 1.3590 -0.1609 0.01
C -0.5207 -3.2308 -1.7711 -0.02
C 2.5491 2.5070 0.5688 -0.67
C -3.4646 2.4193 -4.1517 -0.03
C -1.2901 0.0930 -2.8254 -0.24
C -0.5817 -0.2874 4.4397 0.04
C -0.3688 -4.4328 -2.6343 -0.22
C -1.8399 4.4485 2.9316 -0.03
C -2.0732 2.0931 2.1738 -0.06
C 3.1196 2.8973 2.9618 -0.01
C -1.1220 2.6984 -4.6261 -0.02
C -0.5225 -3.2945 5.2549 -0.03
C 4.5890 2.8327 -0.3146 -0.02
C -2.8590 3.3684 0.1781 0.03
C -3.8807 4.1252 4.7905 -0.06
C 3.3966 2.8291 -2.9778 0.01
C -0.1083 -4.3894 1.5735 0.03
C -0.7542 -1.9914 -2.4439 -0.20
C -2.4937 3.2221 3.0435 -0.21
C -2.7245 3.2006 -1.1583 0.04
C -3.5085 3.0610 3.9828 -0.03
C 0.9231 -5.6712 -4.2457 -0.06
C -1.4420 3.4485 -5.7494 -0.06
C -1.2976 -0.5739 -4.0898 0.03
C -0.4580 -3.3988 -0.4068 -0.20
C 1.2248 -4.5714 6.2980 -0.07
C -0.2791 -2.9741 1.7234 -0.20
C -1.1570 0.9194 4.2157 0.03
C -3.7807 3.1563 -5.2828 -0.06
C -2.0676 1.9392 -1.3509 -0.21
C -0.1978 -2.2959 2.9862 -0.02
C -1.1752 -6.5440 -3.4615 -0.06
C 0.2916 -3.0851 4.1432 -0.20
C -2.2059 5.5047 3.7529 -0.06
C -0.0465 -6.6649 -4.2591 -0.07
C -1.3354 -5.4332 -2.6454 -0.03
C -3.2289 5.3454 4.6769 -0.07
C 2.0408 -4.3614 5.1941 -0.05
C 4.6844 3.0215 1.0108 -0.03
C -0.0579 -4.0441 6.3257 -0.06
C 3.1653 2.3327 -4.2490 -0.05
C -0.9689 -1.8746 -3.8507 0.02
C 0.7602 -4.5532 -3.4420 -0.03
C -1.7851 1.3771 -2.6185 -0.02
C 1.8923 0.5907 -3.2525 -0.11
C -2.7696 3.6745 -6.0811 -0.07
C -2.2479 2.2273 0.8026 -0.27
C 2.8581 2.1306 -1.9055 -0.25
C -2.1323 2.1836 -3.8209 -0.21
C -0.5778 -0.9828 3.1832 -0.21
C 1.5749 -3.6317 4.1119 -0.02
C 2.4178 1.1747 -4.3932 -0.05
C -0.2111 -4.6521 0.2501 0.04
C -1.4734 0.9748 2.8175 -0.23
H 0.0726 -5.0868 2.3736 0.13
H -4.0132 2.1060 4.0706 0.13
H 2.2081 -3.4613 3.2504 0.11
H 1.5877 -5.1489 7.1379 0.11
H -0.1916 -0.6715 5.3671 0.12
H -3.3311 4.1867 0.6952 0.13
H -2.2169 -5.3367 -2.0227 0.13
H 2.1592 2.4186 3.1276 0.05
H 0.0794 -7.5341 -4.8912 0.11
H -0.7002 -4.2178 7.1789 0.11
H -0.6503 3.8571 -6.3645 0.11
H -1.6911 6.4533 3.6704 0.11
H -0.1177 -5.6062 -0.2414 0.13
H -1.0347 4.5547 2.2134 0.11
H 3.5763 2.8416 -5.1110 0.12
H -4.2527 2.0127 -3.5289 0.13
H 3.8946 2.3729 3.5161 0.10
H 3.0434 -4.7680 5.1745 0.11
H -1.9337 -7.3158 -3.4735 0.11
H 5.3445 2.8326 -1.0796 0.13
H -0.9276 -2.6859 -4.5580 0.12
H 3.0673 3.9378 3.2783 0.10
H -1.5274 -2.8909 5.2679 0.12
H -3.0167 4.2548 -6.9604 0.11
H 1.2982 -0.3128 -3.3218 0.10
H -1.5733 -0.1234 -5.0290 0.13
H -3.5178 6.1730 5.3118 0.11
H -1.3354 1.7068 4.9290 0.12
H 1.8099 -5.7675 -4.8585 0.11
H -4.8178 3.3257 -5.5416 0.11
H 2.2385 0.7362 -5.3655 0.11
H -3.0506 3.8663 -1.9397 0.12
H 3.9761 3.7292 -2.8243 0.12
H -0.0860 2.5249 -4.3636 0.11
H 1.5180 -3.7788 -3.4214 0.13
H 5.5347 3.2562 1.6262 0.13
H -4.6798 4.0007 5.5096 0.11

---

Entry 3:
21
Properties=species:S:1:pos:R:3:lowdin_charge:R:1 method="wB97M-V/def2-TZVPD" relative_energy_kcal_mol=2.4 homo_ev=-5.06 charge=-1
S 3.4192 0.4056 -0.1831 0.33
F -1.2593 0.8512 0.2462 0.07
F 0.2567 -0.5757 -0.2922 0.14
F -0.2293 1.0359 -1.6739 0.13
O -4.7539 -3.0596 0.6579 0.04
O 3.4288 0.1545 1.2484 -0.37
O -4.3048 -1.0444 1.2686 0.07
O 4.6981 0.9096 -0.6635 -0.39
O 2.9257 -0.6474 -1.0076 -0.35
N -4.0255 -2.0892 0.7242 -0.46
C 0.9340 1.6554 0.2869 -0.12
C -0.0405 0.7210 -0.3810 -0.62
C -2.6868 -2.2056 0.0814 0.05
C 2.3038 1.8015 -0.3812 -0.25
H 2.7967 2.6457 0.1005 0.09
H -2.8504 -2.4102 -0.9722 0.10
H 0.4609 2.6404 0.2418 0.12
H 2.2071 2.0815 -1.4291 0.10
H -2.1660 -3.0277 0.5626 0.10
H 1.0400 1.4312 1.3459 0.13
H -2.1547 -1.2738 0.2194 0.06

---

Entry 4:
88
Properties=species:S:1:pos:R:3:lowdin_charge:R:1 method="wB97M-V/def2-TZVPD" homo_ev="-0.03 / -1.68" s_squared=3.785 charge=-2 multiplicity=4
I 4.2494 0.9748 0.4719 0.84
Te -0.6865 -0.3205 -1.1427 1.51
Ni -0.2819 -1.3262 1.8313 0.29
S 0.1822 -3.3396 2.2566 0.64
S 1.3563 -4.4592 4.8142 0.76
O 2.6744 3.4194 1.8242 0.02
O 2.9520 1.8979 3.5922 0.10
O -2.8704 0.6183 2.4959 -0.01
N 0.4569 -0.7996 3.5898 -0.09
N -1.4445 -0.2698 0.9187 -0.38
N 0.6586 2.4325 2.8287 0.11
N 1.0052 -1.8971 4.3794 -0.07
C -3.6589 1.3912 -0.7939 -0.09
C -1.6136 3.4914 4.0415 -0.11
C 0.1718 3.6092 2.4087 -0.06
C -1.0777 2.2673 4.4784 -0.03
C 1.4504 -0.2051 -5.1485 -0.03
C 3.8690 3.6106 2.4047 -0.31
C -2.6579 0.2984 1.3211 -0.58
C -0.9900 -4.7295 -2.0224 -0.06
C 2.2017 0.9643 1.2382 -0.43
C -0.8637 0.0048 -5.6383 -0.06
C -1.1199 0.1470 -4.2955 -0.34
C -0.4221 -2.4342 -1.3801 -0.42
C -2.7341 -2.8759 -2.3761 -0.06
C 4.0188 2.7118 3.4814 -0.25
C 0.4188 -0.2077 -6.0957 -0.31
C -4.7052 1.5685 -1.7055 -0.13
C -0.0962 0.0626 -3.3475 -0.32
C 0.0231 1.6776 3.7942 -0.18
C -0.0773 -5.5531 4.6003 -0.43
C -2.5324 0.6101 -4.0367 -0.10
C -4.9231 -0.3240 0.3600 -0.03
C -5.9356 -0.1559 -0.5950 -0.10
C 2.3742 -0.0800 -2.8762 -0.10
C -1.3894 -3.3840 -1.8466 -0.24
C 0.8350 -3.0865 3.8221 -1.10
C 1.1960 -0.0535 -3.7969 -0.34
C 0.7492 -0.3584 -7.5244 -0.09
C 0.5731 0.3794 4.2101 -0.05
C 4.9180 4.4877 2.0990 -0.04
C 0.7843 -2.8796 -0.9601 -0.24
C -5.8260 0.7759 -1.6359 -0.11
C 5.9983 4.5255 2.9626 -0.15
C -3.7266 0.4213 0.2254 -0.17
C -0.9392 4.1328 3.0062 -0.11
C 6.0206 3.7910 4.1550 -0.15
C 5.0976 2.7778 4.4059 -0.01
C 0.2861 -5.1428 -1.6679 -0.11
C 1.1428 -4.2268 -1.1176 -0.12
B 2.1270 2.1211 2.3951 -0.91
H 2.3938 -0.9800 -2.2624 0.05
H -6.6496 0.8446 -2.3093 0.08
H 0.5846 -6.1449 -1.8729 0.08
H 3.3804 -0.0530 -3.4018 0.09
H 1.2184 0.5792 -7.9385 0.09
H -2.5698 -2.3158 -3.2538 0.04
H 1.4639 1.1370 0.4333 0.00
H 0.6532 4.1141 1.5887 0.13
H -4.6159 2.3536 -2.4331 0.09
H 1.5216 -2.1626 -0.5000 0.09
H 5.1689 2.1148 5.2718 0.11
H 2.3216 0.8092 -2.2020 0.05
H 4.8545 5.1889 1.2471 0.11
H -3.2896 -2.1807 -1.7384 0.06
H -3.1894 -0.0852 -4.5772 0.07
H -0.2460 -5.6627 3.5594 -0.03
H -0.8743 -5.0050 5.1557 0.04
H 2.0642 -0.0195 1.6227 -0.02
H -3.4423 -3.6928 -2.6610 0.08
H 2.4890 -0.2161 -5.4581 0.10
H 1.4040 -1.2235 -7.6006 0.07
H -1.7209 -5.3496 -2.5135 0.09
H -4.9992 -1.0032 1.1910 0.11
H -2.7721 2.0256 -0.9124 0.11
H -6.8014 -0.7692 -0.5235 0.08
H -1.4952 1.6430 5.2675 0.11
H 6.7962 3.9746 4.9141 0.08
H -1.7094 0.0028 -6.3437 0.11
H 0.1216 -6.4816 5.1163 0.02
H -2.5367 3.8415 4.4911 0.08
H 1.1112 0.3260 5.1396 0.11
H 2.1711 -4.5092 -0.8347 0.11
H -2.8320 0.5696 -2.9664 0.01
H -0.1620 -0.5536 -8.1162 0.07
H -2.7100 1.6509 -4.3754 0.09
H -1.2395 5.1254 2.7053 0.08
H 6.9184 5.0460 2.6819 0.08